{"formula": "C27H71NO9", "method": "the ωB97M-V functional and the def2-TZVPD basis", "e_homo_ev": -8.6, "e_above_lowest_kcal_mol": 39.6, "fmax_ev_per_a": 2.64, "homo_lumo_gap_ev": 9.199, "smiles": "COCCNCCOC.CC(C)O.CC(C)O.CC(C)O.CC(C)O.CC(C)O.CC(C)O.CC(C)O", "species": ["C", "O", "C", "C", "N", "C", "C", "O", "C", "H", "H", "H", "H", "H", "H", "H", "H", "H", "H", "H", "H", "H", "H", "H", "C", "C", "C", "O", "H", "H", "H", "H", "H", "H", "H", "H", "C", "C", "C", "O", "H", "H", "H", "H", "H", "H", "H", "H", "C", "C", "C", "O", "H", "H", "H", "H", "H", "H", "H", "H", "C", "C", "C", "O", "H", "H", "H", "H", "H", "H", "H", "H", "C", "C", "C", "O", "H", "H", "H", "H", "H", "H", "H", "H", "C", "C", "C", "O", "H", "H", "H", "H", "H", "H", "H", "H", "C", "C", "C", "O", "H", "H", "H", "H", "H", "H", "H", "H"], "positions_angstrom": [[-3.062325, 3.292518, -0.082416], [-1.822732, 3.536224, -0.692098], [-1.644945, 4.839627, -1.215612], [-0.160128, 5.135573, -1.369460], [0.458345, 4.371352, -2.460322], [0.971217, 3.054618, -2.146617], [2.280562, 3.131944, -1.303410], [3.173662, 3.940582, -2.027749], [4.195994, 4.445157, -1.187773], [-3.901152, 3.734412, -0.645217], [-3.181566, 3.753093, 0.902892], [-3.227470, 2.219639, -0.132786], [-1.920797, 5.549099, -0.412248], [-2.303875, 5.080830, -2.052314], [0.472206, 5.035648, -0.490287], [-0.202151, 6.172312, -1.717703], [1.115689, 4.885458, -3.023150], [1.102918, 2.518085, -3.090430], [0.179305, 2.496596, -1.640577], [2.673522, 2.119102, -1.166938], [1.950090, 3.491802, -0.325997], [4.746067, 3.605147, -0.744764], [3.849053, 5.171141, -0.454875], [4.973344, 4.880767, -1.820723], [-0.146966, -0.579977, -1.104711], [-0.073582, -0.787236, 0.405184], [-0.232595, 0.452770, 1.230846], [-1.000197, -1.799805, 0.800627], [-0.270759, -1.461613, -1.728655], [0.757566, -0.052073, -1.425884], [-0.987383, 0.072661, -1.368329], [0.937278, -1.175888, 0.597997], [-1.196475, 0.957071, 1.142970], [0.544200, 1.217989, 1.150619], [-0.100710, 0.170225, 2.281745], [-0.551339, -2.642798, 0.732683], [0.117821, -7.112302, -0.633154], [0.155413, -6.088364, 0.521064], [1.544809, -6.064292, 1.131176], [-0.096778, -4.785990, 0.057784], [0.844845, -6.783658, -1.377311], [-0.861697, -7.232520, -1.105393], [0.348740, -8.137059, -0.334060], [-0.593532, -6.408055, 1.253342], [1.895848, -7.026572, 1.501322], [1.638486, -5.411890, 2.002107], [2.207935, -5.651189, 0.368993], [-0.893606, -4.765447, -0.483639], [-2.694841, -2.739551, -2.866507], [-3.891806, -2.480469, -3.794447], [-3.617331, -2.938463, -5.206319], [-5.013684, -3.235776, -3.311794], [-2.971981, -2.295736, -1.906805], [-1.805449, -2.193949, -3.182710], [-2.457076, -3.795427, -2.748830], [-4.136467, -1.415499, -3.732524], [-2.771174, -2.475931, -5.724377], [-4.447441, -2.705907, -5.882277], [-3.489846, -4.021246, -5.216819], [-5.779964, -2.659628, -3.369765], [1.866810, -2.644258, 2.973674], [1.037284, -2.292834, 4.201501], [0.600727, -3.599751, 4.908109], [1.798787, -1.442086, 5.033746], [2.218497, -1.717143, 2.513521], [1.087108, -3.090775, 2.348621], [2.720742, -3.306763, 3.089578], [0.148301, -1.708440, 3.931465], [0.163375, -4.374932, 4.282395], [-0.213690, -3.325057, 5.590125], [1.437132, -3.972582, 5.499198], [1.483070, -1.395765, 5.941029], [-4.266018, 2.299114, -5.026133], [-3.010670, 2.517953, -4.180478], [-2.071304, 1.339328, -4.167678], [-2.337894, 3.699139, -4.642281], [-4.642190, 1.284396, -4.948455], [-3.911764, 2.497806, -6.044995], [-5.019687, 3.065857, -4.857738], [-3.308746, 2.778726, -3.157078], [-1.370859, 1.476900, -3.338128], [-1.571434, 1.113765, -5.109189], [-2.566903, 0.400933, -3.891374], [-1.506231, 3.776914, -4.152573], [3.864547, -1.208352, -0.431084], [3.996882, 0.296505, -0.193736], [3.426195, 0.844482, 1.089947], [5.415523, 0.562059, -0.088521], [4.354503, -1.401300, -1.385330], [2.834474, -1.568181, -0.399695], [4.405891, -1.758639, 0.338533], [3.627826, 0.924727, -1.011213], [3.697389, 1.883035, 1.289153], [3.851388, 0.338844, 1.963414], [2.337924, 0.775713, 1.153166], [5.844327, 0.435187, -0.939593], [-0.255934, 1.625112, 4.917183], [-0.019007, 1.810697, 6.414980], [1.300160, 2.453390, 6.709290], [-1.068537, 2.644867, 6.932773], [-0.275229, 2.608891, 4.451660], [-1.159962, 1.027082, 4.776429], [0.529064, 1.013301, 4.462699], [-0.091471, 0.832141, 6.909657], [2.087334, 1.714834, 6.542923], [1.342858, 2.751235, 7.756062], [1.463711, 3.273581, 6.009006], [-1.899431, 2.333241, 6.561861]], "atomic_forces_ev_per_a": [[-0.86, 0.46, -0.83], [0.14, -0.25, -0.40], [0.44, 0.36, 2.58], [-0.04, -0.11, -2.40], [-0.92, -0.16, -0.54], [0.24, 0.05, 0.16], [-1.81, -0.91, -1.15], [0.06, 0.41, 0.77], [1.09, -0.69, -0.79], [0.20, -0.01, -0.30], [0.46, -0.38, 0.28], [0.05, -0.08, 0.59], [-0.35, -0.01, -0.08], [0.39, -0.35, -0.46], [-0.62, 0.20, 0.64], [0.53, 0.12, 0.28], [0.12, 0.20, 0.25], [0.43, 0.05, 0.01], [0.24, 0.04, 0.35], [-0.14, 0.52, 0.01], [0.61, 0.50, 0.19], [-0.33, 0.06, 0.58], [-0.14, -0.07, 0.13], [-0.38, 0.41, -0.12], [-0.18, 1.18, -0.18], [0.82, -1.03, -1.02], [-0.14, 0.45, 1.30], [-0.34, 0.61, 0.41], [0.24, -0.37, 0.43], [-0.01, -0.03, -0.11], [-0.03, 0.00, 0.12], [-0.08, 0.06, 0.15], [-0.07, -0.18, -0.20], [-0.14, -0.15, -0.80], [-0.36, -0.17, -0.01], [0.09, -0.41, -0.08], [-0.04, 0.13, -0.05], [0.10, -1.63, -0.03], [0.16, 0.44, 0.35], [-0.22, 0.82, -0.16], [-0.05, -0.16, -0.16], [-0.06, 0.52, 0.01], [0.33, 0.20, 0.34], [-0.03, 0.25, 0.19], [-0.12, -0.22, -0.44], [-0.36, 0.21, -0.12], [0.24, -0.26, 0.04], [-0.02, -0.13, 0.05], [-0.64, 0.84, 0.26], [0.66, -0.55, 0.10], [-0.20, 0.23, -1.08], [0.06, 0.30, 0.20], [0.19, -0.37, 0.21], [-0.02, -0.11, -0.30], [-0.14, -0.06, -0.10], [0.09, 0.01, -0.20], [0.25, 0.01, 0.54], [-0.22, -0.14, 0.28], [0.07, 0.00, 0.04], [-0.12, -0.17, 0.03], [-1.13, 0.97, -0.29], [0.14, -0.99, 0.24], [-0.48, 1.20, 0.73], [0.83, 0.20, 0.38], [0.01, -0.10, -0.14], [0.57, -0.17, -0.53], [-0.15, -0.15, 0.46], [-0.02, -0.36, -0.49], [0.34, 0.09, -0.38], [0.18, -0.17, 0.24], [0.00, -0.22, -0.12], [-0.30, -0.21, -0.10], [1.18, 0.84, -0.71], [-0.42, 0.62, 0.39], [-0.01, -0.85, 0.85], [-0.08, -0.21, -0.37], [-0.19, 0.03, 0.10], [-0.26, -0.40, -0.14], [-0.15, -0.20, 0.33], [-0.08, -0.57, 0.18], [0.42, 0.11, -0.40], [0.10, 0.47, -0.07], [-0.34, 0.17, -0.03], [-0.01, 0.08, 0.07], [-0.26, 0.51, 0.17], [1.17, 0.17, 0.33], [-0.14, -0.14, 0.97], [0.05, 0.32, 0.11], [-0.29, -0.37, -0.11], [0.00, 0.06, -0.38], [0.10, 0.17, 0.09], [0.02, -0.85, -0.12], [0.01, 0.12, -0.57], [-0.11, -0.36, -0.18], [0.26, -0.17, -0.15], [-0.12, -0.09, -0.07], [0.48, -0.69, 0.42], [-0.91, -0.23, -0.46], [0.24, -0.34, -0.01], [0.29, 0.05, 0.13], [-0.28, -0.09, -0.22], [-0.27, 0.44, -0.22], [0.18, 0.19, 0.08], [0.13, 0.02, 0.04], [0.05, 0.06, -0.04], [0.06, 0.30, -0.11], [0.06, 0.24, 0.33], [-0.02, 0.01, 0.03]]}

{"formula": "C14H6MoN2O4S5", "method": "the ωB97M-V functional and the def2-TZVPD basis", "e_homo_ev": [-8.5, -8.5], "e_above_lowest_kcal_mol": 1.9, "fmax_ev_per_a": 0.89, "homo_lumo_gap_ev": [5.536, 5.535], "species": ["Mo", "O", "C", "O", "C", "O", "O", "S", "C", "S", "C", "C", "S", "S", "S", "C", "C", "C", "C", "C", "C", "C", "C", "N", "H", "H", "H", "H", "H", "H", "N", "C"], "positions_angstrom": [[0.914019, -0.747216, 1.746024], [2.593808, -4.438382, 1.919376], [2.298788, -3.300435, 1.747038], [1.090563, -2.753073, 1.808747], [3.331907, -2.222698, 1.330586], [4.396826, -2.389297, 0.865738], [2.753535, -0.965269, 1.525422], [1.045899, 4.438465, 6.933536], [0.988546, 3.307315, 5.769392], [0.548123, 1.647488, 6.065489], [0.673575, 1.111384, 4.416312], [1.026900, 2.022263, 3.500594], [1.060939, 1.637410, 1.810053], [1.295541, 3.639119, 4.089782], [0.352024, -0.536568, 3.954732], [-0.294875, 0.967722, -0.986552], [-1.005715, 0.423474, -2.200485], [-2.297551, 0.834453, -2.496052], [-2.953297, 0.337704, -3.611303], [-2.312474, -0.581192, -4.432231], [-1.017435, -1.003527, -4.139886], [-0.371594, -0.499712, -3.026575], [-2.993372, -1.097305, -5.598155], [-3.537756, -1.506546, -6.522893], [-0.847082, 1.799027, -0.543302], [0.694468, 1.351632, -1.239240], [-2.798731, 1.549977, -1.856070], [-3.958749, 0.658368, -3.846418], [-0.528002, -1.719225, -4.786107], [0.637582, -0.825995, -2.803938], [-0.639636, -1.084333, 0.521326], [-0.146779, -0.055022, 0.085070]], "atomic_forces_ev_per_a": [[-0.26, 0.34, 0.77], [0.10, -0.10, 0.04], [-0.65, -0.04, 0.07], [0.39, 0.08, -0.09], [-0.48, 0.49, -0.07], [0.23, 0.02, 0.06], [0.59, -0.34, -0.35], [0.07, 0.00, 0.04], [-0.19, 0.05, -0.02], [0.04, -0.10, 0.05], [-0.02, -0.09, 0.08], [0.12, 0.21, -0.10], [-0.09, -0.34, 0.05], [0.08, 0.04, -0.07], [0.05, -0.05, 0.03], [0.06, 0.10, 0.19], [-0.03, -0.08, 0.03], [-0.05, -0.01, -0.04], [-0.03, 0.05, 0.06], [-0.08, -0.10, -0.21], [0.00, -0.01, -0.01], [0.02, 0.01, -0.02], [0.10, 0.06, 0.18], [0.01, 0.01, 0.00], [0.01, 0.02, -0.02], [0.01, 0.00, 0.01], [0.00, 0.00, 0.00], [0.01, 0.00, 0.00], [0.00, 0.01, 0.01], [-0.01, 0.01, 0.01], [0.15, 0.02, -0.41], [-0.16, -0.29, -0.28]]}